(1)
C22H48AlBrCl2IN2O5PS | ωB97M-V/def2-TZVPD

Summary:
molar mass	788.37	g mol⁻¹
expectation value of S²	0.76
2S+1	2
orbital gap (alpha / beta)	4.7 / 4.5	eV
highest occupied orbital energy (alpha / beta)	-0.3601 / -0.3599	Eh
charge	+1

Last column: Löwdin spin population.
CARTESIAN COORDINATES (ANGSTROEM)
C1 2.083 -3.911 6.642  0.0001
C2 2.011 -2.676 6.159  0.0001
P1 0.816 -2.217 4.892  0.0002
Br1 -0.096 -0.622 6.428  0.0001
I1 1.926 -4.017 3.190  -0.0001
C3 1.259 -0.888 3.710  0.0028
C4 2.782 -0.658 3.633  0.0051
C5 3.420 -0.890 2.277  0.0068
S1 3.022 0.393 1.058  0.2689
C6 -0.766 -3.140 4.810  0.0000
C7 -1.447 -3.042 3.429  0.0000
C8 -2.187 -4.300 2.955  0.0000
C9 -1.497 -5.640 3.145  0.0000
N1 -2.327 -6.708 2.555  0.0000
H1 1.208 -4.545 6.621  0.0000
H2 3.001 -4.317 7.037  0.0000
H3 2.660 -1.887 6.512  0.0000
H4 0.814 -1.087 2.737  0.0018
H5 0.805 0.016 4.089  0.0001
H6 3.315 -1.297 4.338  0.0002
H7 3.008 0.361 3.934  0.0001
H8 4.500 -0.863 2.398  -0.0009
H9 3.127 -1.830 1.826  -0.0002
H10 2.305 -0.422 0.254  0.0318
H11 -1.398 -2.648 5.536  0.0000
H12 -0.606 -4.161 5.142  0.0000
H13 -0.773 -2.696 2.650  0.0000
H14 -2.201 -2.262 3.519  0.0000
H15 -3.191 -4.349 3.372  0.0000
H16 -2.328 -4.175 1.879  0.0000
H17 -0.497 -5.637 2.723  0.0000
H18 -1.465 -5.850 4.215  0.0000
H19 -1.740 -7.336 2.025  0.0000
H20 -2.964 -6.295 1.885  0.0000
O1 5.295 -4.047 1.583  0.0000
H21 4.397 -3.848 1.919  0.0000
H22 5.137 -4.583 0.789  0.0000
Cl1 5.380 1.454 1.902  0.6802
Al1 6.203 -3.455 3.446  0.0000
C10 -2.738 1.755 -2.503  0.0000
C11 -1.410 1.218 -1.921  -0.0001
C12 -0.219 1.714 -2.751  -0.0001
C13 -0.037 1.017 -4.099  0.0000
C14 -0.015 -0.503 -3.941  -0.0001
C15 -1.255 -1.052 -3.221  0.0000
N2 -1.398 -0.295 -1.908  -0.0008
O2 -0.678 -0.737 -1.061  -0.0002
C16 -2.498 -0.902 -4.112  0.0000
C17 -1.090 -2.530 -2.927  0.0000
C18 -1.318 1.766 -0.502  0.0001
H23 -3.564 1.065 -2.331  0.0000
H24 -2.999 2.692 -2.019  0.0000
H25 -2.678 1.955 -3.570  0.0000
H26 0.700 1.579 -2.171  0.0000
H27 -0.344 2.787 -2.903  0.0000
H28 -0.821 1.323 -4.796  0.0000
H29 0.905 1.345 -4.540  0.0000
H30 0.041 -0.995 -4.910  0.0000
H31 0.884 -0.800 -3.393  0.0000
H32 -3.403 -1.183 -3.572  0.0000
H33 -2.394 -1.579 -4.956  0.0000
H34 -2.640 0.095 -4.521  0.0000
H35 -0.127 -2.667 -2.357  0.0000
H36 -1.026 -3.087 -3.858  0.0000
H37 -1.930 -2.926 -2.351  0.0000
H38 -2.124 1.382 0.125  0.0000
H39 -1.404 2.848 -0.548  0.0000
H40 -0.367 1.530 -0.026  0.0004
C19 -1.698 9.400 -3.925  0.0000
C20 -2.189 7.990 -4.159  0.0000
O3 -1.112 7.099 -4.508  0.0000
C21 -0.374 6.670 -3.493  0.0000
O4 -0.535 6.925 -2.328  0.0000
O5 0.591 5.885 -3.983  0.0000
C22 1.510 5.404 -3.003  0.0000
H41 -1.130 9.751 -4.786  0.0000
H42 -2.542 10.069 -3.763  0.0000
H43 -1.048 9.446 -3.053  0.0000
H44 -2.868 7.957 -5.009  0.0000
H45 -2.722 7.602 -3.291  0.0000
H46 0.983 4.931 -2.176  0.0000
H47 2.137 6.212 -2.629  0.0000
H48 2.140 4.670 -3.497  0.0000
Cl2 1.811 -2.751 -1.972  0.0036

(2)
C3H5Br | ωB97M-V/def2-TZVPD

Summary:
molar mass	120.98	g mol⁻¹
relative energy (zero: lowest compared OMol25 entry of this formula, charge and spin)	32.1	kcal/mol
orbital gap	10.4	eV
SMILES	C#CC.Br
highest occupied orbital energy	-0.3658	Eh

Last column: Mulliken charge in e.
CARTESIAN COORDINATES (ANGSTROEM)
C1 -0.119 -0.189 0.576  0.4797
C2 0.556 0.244 -0.299  -0.1153
C3 1.565 0.582 -1.260  -1.0393
H1 -0.952 -0.341 1.236  -0.0900
H2 1.469 1.639 -1.681  0.2521
H3 2.557 0.424 -0.905  0.2973
H4 1.469 -0.159 -2.094  0.2512
Br1 -3.096 -0.842 2.912  -0.2462
H5 -3.448 -1.359 1.516  0.2105

(3)
H2N2O3S | ωB97M-V/def2-TZVPD

Summary:
molar mass	110.09	g mol⁻¹
relative energy (zero: lowest compared OMol25 entry of this formula, charge and spin)	57.5	kcal/mol
orbital gap (alpha / beta)	9.8 / 6.0	eV
highest occupied orbital energy (alpha / beta)	-0.3971 / -0.3072	Eh

Last column: Mulliken charge in e.
CARTESIAN COORDINATES (ANGSTROEM)
N1 -0.091 0.887 1.068  -0.4097
N2 0.429 -1.664 -0.574  0.5559
O1 0.766 -2.128 -1.627  -0.3874
O2 -0.666 -1.671 -0.091  -0.3231
O3 -0.275 1.970 -1.183  -0.4394
S1 0.668 1.207 -0.414  0.4646
H1 -0.012 -0.050 1.450  0.2892
H2 -0.818 1.450 1.371  0.2500

(4)
C25H29N3O4 | ωB97M-V/def2-TZVPD

Summary:
molar mass	435.52	g mol⁻¹
relative energy (zero: lowest compared OMol25 entry of this formula, charge and spin)	33.1	kcal/mol
orbital gap	8.8	eV
SMILES	CCOC(=O)C1CCN(Cc2nc3ccccc3c(=O)n2-c2ccc(OCC)cc2)CC1
highest occupied orbital energy	-0.3004	Eh

Last column: Mulliken charge in e.
CARTESIAN COORDINATES (ANGSTROEM)
C1 3.944 -1.874 -2.948  -1.1388
C2 3.924 -0.366 -3.143  -0.4668
O1 3.132 0.269 -2.135  -0.2352
C3 3.768 0.685 -1.035  -0.2003
O2 4.956 0.583 -0.869  -0.6336
C4 2.820 1.268 -0.008  0.4653
C5 1.682 2.081 -0.621  0.1798
C6 0.746 2.568 0.479  -1.6007
N1 0.200 1.435 1.199  1.1698
C7 -0.856 1.804 2.117  -1.5942
C8 -1.666 0.615 2.560  1.0021
N2 -1.903 0.502 3.817  -0.6118
C9 -2.652 -0.556 4.260  0.0960
C10 -2.927 -0.677 5.626  -0.3578
C11 -3.671 -1.739 6.085  -0.3762
C12 -4.157 -2.703 5.201  -0.6292
C13 -3.896 -2.599 3.854  -0.6796
C14 -3.143 -1.527 3.371  0.0502
C15 -2.860 -1.402 1.947  0.6898
O3 -3.225 -2.178 1.088  -0.6728
N3 -2.110 -0.264 1.612  0.4508
C16 -1.800 -0.089 0.231  -0.7063
C17 -0.951 -0.985 -0.395  -0.3797
C18 -0.621 -0.823 -1.727  0.0537
C19 -1.151 0.241 -2.452  0.4715
O4 -0.865 0.518 -3.748  -0.4587
C20 0.111 -0.264 -4.410  0.6435
C21 0.337 0.343 -5.786  -1.5685
C22 -2.054 1.105 -1.828  -0.7936
C23 -2.384 0.937 -0.501  -0.5837
C24 1.251 0.676 1.849  -1.0652
C25 2.214 0.119 0.807  -0.6727
H1 4.413 -2.119 -1.998  0.3331
H2 2.931 -2.272 -2.953  0.2277
H3 4.510 -2.339 -3.750  0.4272
H4 3.461 -0.096 -4.095  0.3310
H5 4.940 0.037 -3.097  0.4817
H6 3.419 1.899 0.657  0.4104
H7 2.078 2.936 -1.171  0.4743
H8 1.117 1.452 -1.309  -0.3245
H9 1.290 3.254 1.155  0.3006
H10 -0.083 3.118 0.027  0.5576
H11 -1.522 2.506 1.608  0.4816
H12 -0.481 2.295 3.031  0.2123
H13 -2.543 0.077 6.295  0.4665
H14 -3.883 -1.830 7.140  0.3957
H15 -4.740 -3.530 5.578  0.4112
H16 -4.259 -3.329 3.146  0.4684
H17 -0.545 -1.814 0.165  0.5463
H18 0.048 -1.531 -2.189  0.3516
H19 -0.239 -1.301 -4.508  0.2897
H20 1.045 -0.256 -3.832  -0.3511
H21 -0.596 0.355 -6.343  0.4136
H22 0.693 1.365 -5.688  0.3344
H23 1.071 -0.241 -6.334  0.4253
H24 -2.485 1.902 -2.411  0.4685
H25 -3.095 1.600 -0.031  0.5563
H26 1.806 1.299 2.574  0.3892
H27 0.790 -0.147 2.402  0.4871
H28 1.666 -0.540 0.132  0.1276
H29 3.002 -0.451 1.301  0.4596